Entry 1:
This record from OMol25 describes the ion C3H8N2OP with charge +1 in a non-equilibrium geometry. The level of theory is ωB97M-V/def2-TZVPD.

The geometry in ORCA input format:
```
! wB97M-V def2-TZVPD RIJCOSX def2/J DEFGRID3
* xyz 1 1
P -1.629 -0.686 -0.432
O 0.889 0.669 -0.751
N 2.255 -0.586 0.375
N 0.130 -1.396 -0.222
C -0.427 1.619 -0.240
C -1.419 0.787 0.408
C 1.081 -0.455 -0.185
H 2.685 0.297 0.521
H -1.687 1.001 1.388
H 2.731 -1.433 0.622
H -0.688 2.153 -1.068
H -2.462 -1.399 0.362
H 0.285 -2.041 0.506
H 0.081 2.301 0.399
H -1.825 -0.832 -1.683
*
```

Computed properties:
relative energy (zero: lowest compared OMol25 entry of this formula, charge and spin) = 54.0 kcal per mole
frontier orbital gap = 9.137 eV
SMILES = [NH2+]=C1N[PH2]=CCO1
energy = -17547.85281 eV
LUMO energy = -3.45 eV

Charges in e, computed with natural (NBO), in the same order as the atoms: atom 1 (P): 1.205, atom 2 (O): -0.542, atom 3 (N): -0.756, atom 4 (N): -0.831, atom 5 (C): -0.053, atom 6 (C): -0.864, atom 7 (C): 0.801, atom 8 (H): 0.433, atom 9 (H): 0.282, atom 10 (H): 0.430, atom 11 (H): 0.209, atom 12 (H): 0.053, atom 13 (H): 0.410, atom 14 (H): 0.223, atom 15 (H): 0.000

Entry 2:
This record from OMol25 describes an isolated molecule of C9H14FNO4 in a non-equilibrium geometry. The level of theory is ωB97M-V/def2-TZVPD.

The geometry in ORCA input format:
```
! wB97M-V def2-TZVPD RIJCOSX def2/J DEFGRID3
* xyz 0 1
F -1.604 -2.376 0.831
O -2.557 3.203 -1.027
O 2.717 -0.804 -1.129
O -0.995 -0.888 -1.038
O -2.637 1.319 -2.436
N -1.114 0.029 1.212
C -2.687 1.926 -1.174
C -1.744 1.204 1.227
C 3.659 0.383 0.965
C -2.942 1.081 0.172
C -3.136 -0.514 0.094
C -1.600 -1.041 0.248
C 0.270 -1.594 -1.149
C 1.489 -0.889 -0.370
C 3.543 0.283 -0.639
H 0.537 -1.603 -2.278
H -3.627 -0.849 1.094
H 4.626 0.203 -1.042
H 3.466 -0.600 1.524
H 2.845 1.124 1.339
H -1.414 2.076 1.902
H 0.204 -2.717 -0.859
H 1.642 -1.461 0.624
H 4.657 0.802 1.348
H 1.154 0.207 -0.167
H -3.860 1.460 0.743
H -0.274 -0.305 1.722
H -3.777 -0.977 -0.728
H 3.160 1.318 -1.008
*
```

Computed properties:
frontier orbital gap = 6.326 eV
energy = -21951.68485 eV
LUMO energy = -1.65 eV

Charges in e, computed with natural (NBO), in the same order as the atoms: atom 1 (F): -0.347, atom 2 (O): -0.692, atom 3 (O): -0.534, atom 4 (O): -0.462, atom 5 (O): -0.722, atom 6 (N): -0.537, atom 7 (C): 0.721, atom 8 (C): 0.327, atom 9 (C): -0.668, atom 10 (C): -0.373, atom 11 (C): -0.426, atom 12 (C): 0.736, atom 13 (C): -0.123, atom 14 (C): -0.109, atom 15 (C): -0.077, atom 16 (H): 0.238, atom 17 (H): 0.210, atom 18 (H): 0.206, atom 19 (H): 0.216, atom 20 (H): 0.198, atom 21 (H): 0.271, atom 22 (H): 0.199, atom 23 (H): 0.164, atom 24 (H): 0.234, atom 25 (H): 0.176, atom 26 (H): 0.265, atom 27 (H): 0.442, atom 28 (H): 0.287, atom 29 (H): 0.179

Entry 3:
This record from OMol25 describes a cluster of 2 separate species, C8H16N2S3 in total in a non-equilibrium geometry. The level of theory is ωB97M-V/def2-TZVPD.

The geometry in ORCA input format:
```
! wB97M-V def2-TZVPD RIJCOSX def2/J DEFGRID3
* xyz 0 1
S 3.255 -2.538 0.157
S 2.645 2.074 -0.272
S -2.434 -2.089 -0.055
N 2.037 -0.369 -0.915
N -1.641 -0.033 1.324
C -2.933 0.027 1.897
C 2.075 -1.764 -0.692
C -0.519 0.857 1.861
C 0.893 0.124 -1.821
C 2.712 0.496 -0.070
C 0.813 -0.514 -3.171
C -0.529 2.240 1.324
C -1.255 -1.003 0.489
H -0.692 0.838 3.042
H -1.515 -3.080 -0.383
H 0.904 -1.586 -3.252
H -1.570 2.547 1.140
H 3.347 -0.010 0.798
H -0.095 3.055 1.964
H 1.376 -2.332 -1.292
H 0.324 0.242 1.638
H 0.009 0.037 -1.161
H -2.960 -0.682 2.728
H -3.187 0.925 2.361
H 0.026 2.321 0.254
H 1.116 1.125 -1.861
H 1.689 -0.171 -3.689
H -3.750 -0.319 1.227
H -0.139 -0.416 -3.569
*
```

Computed properties:
relative energy (zero: lowest compared OMol25 entry of this formula, charge and spin) = 37.8 kcal per mole
frontier orbital gap = 7.763 eV
energy = -44037.57866 eV
LUMO energy = -0.48 eV

Charges in e, computed with natural (NBO), in the same order as the atoms: atom 1 (S): -0.071, atom 2 (S): -0.034, atom 3 (S): 0.019, atom 4 (N): -0.447, atom 5 (N): -0.421, atom 6 (C): -0.443, atom 7 (C): -0.055, atom 8 (C): -0.200, atom 9 (C): -0.235, atom 10 (C): -0.122, atom 11 (C): -0.635, atom 12 (C): -0.649, atom 13 (C): -0.170, atom 14 (H): 0.189, atom 15 (H): 0.151, atom 16 (H): 0.211, atom 17 (H): 0.214, atom 18 (H): 0.255, atom 19 (H): 0.235, atom 20 (H): 0.204, atom 21 (H): 0.232, atom 22 (H): 0.234, atom 23 (H): 0.204, atom 24 (H): 0.213, atom 25 (H): 0.226, atom 26 (H): 0.225, atom 27 (H): 0.222, atom 28 (H): 0.217, atom 29 (H): 0.233

Entry 4:
This record from OMol25 describes the ion C5H6N with charge +1 in a non-equilibrium geometry. The level of theory is ωB97M-V/def2-TZVPD.

The geometry in ORCA input format:
```
! wB97M-V def2-TZVPD RIJCOSX def2/J DEFGRID3
* xyz 1 1
N -2.340 -0.850 0.013
C 0.685 1.180 0.034
C -1.486 -0.022 -0.006
C -0.697 1.212 0.026
C 1.143 -1.261 -0.217
C 1.524 0.017 0.018
H 2.515 0.224 0.150
H 1.184 2.146 0.202
H 1.838 -2.014 -0.343
H -3.200 -1.311 0.201
H -1.269 2.178 -0.009
H 0.102 -1.499 -0.069
*
```

Computed properties:
relative energy (zero: lowest compared OMol25 entry of this formula, charge and spin) = 66.5 kcal per mole
frontier orbital gap = 8.362 eV
SMILES = C=C/C=C\C#[NH+]
energy = -6762.29361 eV
LUMO energy = -5.86 eV

Charges in e, computed with natural (NBO), in the same order as the atoms: atom 1 (N): -0.467, atom 2 (C): 0.016, atom 3 (C): 0.654, atom 4 (C): -0.432, atom 5 (C): -0.196, atom 6 (C): -0.281, atom 7 (H): 0.233, atom 8 (H): 0.257, atom 9 (H): 0.231, atom 10 (H): 0.497, atom 11 (H): 0.314, atom 12 (H): 0.174

Entry 5:
This record from OMol25 describes a structure of composition C14H26N2O9P2S4Sr in a non-equilibrium geometry. The level of theory is ωB97M-V/def2-TZVPD.

The geometry in ORCA input format:
```
! wB97M-V def2-TZVPD RIJCOSX def2/J DEFGRID3
* xyz 0 1
Sr -0.205 0.928 0.873
S 2.248 -1.277 0.621
S 1.697 0.255 -5.864
S -0.926 -2.568 1.039
S 0.315 -0.749 3.491
P 0.664 3.078 1.925
P -2.404 2.182 1.117
O 1.487 -0.572 -7.036
O -2.764 2.703 2.617
O 1.333 4.330 1.505
O 1.240 1.633 -5.994
O 1.384 1.770 1.876
O -2.219 0.698 1.131
O 2.996 0.112 -5.226
O -0.038 3.246 3.381
O -3.280 2.826 0.117
N -1.261 4.454 0.967
N -2.352 -1.166 -1.668
C 0.906 -0.435 -3.305
C -1.748 -0.838 -4.000
C 2.697 -1.780 2.337
C 0.524 -0.369 -4.627
C 0.249 -3.283 -0.158
C 1.734 -2.912 -0.051
C 2.131 -0.904 3.441
C -1.384 -0.883 -2.654
C -0.257 -3.389 2.543
C -0.802 -0.559 -4.974
C -0.830 3.003 0.951
C -0.356 2.632 -0.426
C -0.199 -2.481 3.767
C -0.034 -0.695 -2.314
H -2.790 -0.985 -4.264
H -1.662 4.657 1.892
H -3.709 2.573 2.808
H 0.147 -4.366 -0.091
H 2.391 -2.812 2.470
H -1.998 4.589 0.259
H -1.197 -2.374 4.193
H -0.921 -4.225 2.759
H 0.454 -2.905 4.530
H 0.596 3.534 4.059
H 2.461 -1.282 4.409
H -0.964 1.823 -0.796
H 0.695 2.371 -0.387
H -1.074 -0.458 -6.017
H 2.285 -3.649 0.528
H 3.785 -1.724 2.374
H 0.300 -0.663 -1.271
H -2.325 -0.556 -0.869
H 1.951 -0.270 -3.068
H -0.404 5.031 0.838
H 2.145 -2.917 -1.061
H -0.163 -2.968 -1.110
H -3.284 -1.222 -2.048
H -0.451 3.454 -1.132
H 2.463 0.126 3.314
H 0.721 -3.775 2.278
*
```

Computed properties:
relative energy (zero: lowest compared OMol25 entry of this formula, charge and spin) = 212.2 kcal per mole
frontier orbital gap = 6.283 eV
energy = -99103.44256 eV
LUMO energy = -0.93 eV

Charges in e, computed with Löwdin, in the same order as the atoms: atom 1 (Sr): 1.426, atom 2 (S): 0.856, atom 3 (S): 0.400, atom 4 (S): 0.840, atom 5 (S): 0.826, atom 6 (P): 0.239, atom 7 (P): 0.235, atom 8 (O): -0.357, atom 9 (O): -0.118, atom 10 (O): -0.236, atom 11 (O): -0.365, atom 12 (O): -0.497, atom 13 (O): -0.487, atom 14 (O): -0.372, atom 15 (O): -0.114, atom 16 (O): -0.233, atom 17 (N): 0.197, atom 18 (N): 0.094, atom 19 (C): -0.061, atom 20 (C): -0.029, atom 21 (C): -0.484, atom 22 (C): -0.258, atom 23 (C): -0.502, atom 24 (C): -0.479, atom 25 (C): -0.508, atom 26 (C): -0.329, atom 27 (C): -0.494, atom 28 (C): -0.043, atom 29 (C): -0.680, atom 30 (C): -0.222, atom 31 (C): -0.493, atom 32 (C): -0.087, atom 33 (H): 0.108, atom 34 (H): 0.164, atom 35 (H): 0.109, atom 36 (H): 0.085, atom 37 (H): 0.053, atom 38 (H): 0.165, atom 39 (H): 0.073, atom 40 (H): 0.078, atom 41 (H): 0.085, atom 42 (H): 0.109, atom 43 (H): 0.084, atom 44 (H): 0.057, atom 45 (H): 0.088, atom 46 (H): 0.122, atom 47 (H): 0.070, atom 48 (H): 0.081, atom 49 (H): 0.032, atom 50 (H): 0.031, atom 51 (H): 0.111, atom 52 (H): 0.159, atom 53 (H): 0.079, atom 54 (H): 0.045, atom 55 (H): 0.088, atom 56 (H): 0.152, atom 57 (H): 0.056, atom 58 (H): 0.050